1.
The following is a DFT calculation (ωB97M-V/def2-TZVPD) of a molecular structure, C15H23MgN4P in a non-equilibrium geometry.

Cartesian coordinates (Å):
H 1.86 -2.57 -1.15
C 0.50 3.19 -2.26
H 1.52 -0.99 -1.89
H 3.29 -2.57 1.46
H 4.38 -1.35 0.68
N 0.04 -0.45 6.85
C -3.23 -2.46 -1.20
C -2.33 1.19 -0.69
H 3.21 -1.45 -1.52
C 0.17 1.13 -0.41
C 2.61 0.96 0.02
H -1.76 -0.67 0.43
C 2.17 -1.52 -1.19
H -3.51 -0.40 0.19
C -0.94 1.66 -1.02
H -1.91 -1.83 -3.26
H -1.30 -0.22 -2.78
C 1.44 1.60 -0.69
C 3.49 -1.50 1.30
C -1.55 -1.22 -2.42
H -4.16 -2.31 -0.64
H 2.63 3.01 -1.78
C -0.04 0.53 6.21
N -0.18 1.31 3.02
C 1.62 2.66 -1.60
H -1.66 3.08 -2.45
Mg -0.13 0.02 1.41
P 2.06 -0.77 0.46
H 2.86 1.46 0.97
C -2.53 -0.30 -0.32
H 3.53 0.91 -0.59
H -2.72 1.76 0.18
H 0.63 3.98 -3.01
N -0.11 1.64 5.47
C -0.77 2.70 -1.96
H 3.61 -1.02 2.29
H -0.40 -1.77 2.48
H -2.60 -3.16 -0.62
H -0.62 -1.70 -2.05
H 0.04 -1.34 2.98
C -0.15 1.46 4.19
H -3.46 -2.94 -2.16
N -2.60 -1.19 -1.44
H -3.00 1.43 -1.53

- Kohn-Sham gap: 8.021 eV
- F_max: 1.83 eV/Å
- Molecular weight: 314.66 g/mol
- Net charge: 0
- Electronic energy: -36620.4610 eV

Results of the Löwdin charge analysis, in e, for atoms 1 through 8: number 1, H, carries 0.0471; number 2, C, carries -0.0822; number 3, H, carries 0.0352; number 4, H, carries 0.0462; number 5, H, carries 0.0475; number 6, N, carries 0.0770; number 7, C, carries -0.0942; number 8, C, carries -0.1329

***

2.
The following is a DFT calculation (ωB97M-V/def2-TZVPD) of C15H23N3O2 in the gas phase in a non-equilibrium geometry.

Cartesian coordinates (Å):
H -4.66 -2.73 -0.08
C 0.42 2.39 0.41
N -0.01 0.01 0.61
N 2.07 -2.87 -0.09
H -0.09 3.45 0.88
H -0.45 1.57 1.90
H 0.32 2.46 -0.59
C -0.32 -0.98 1.73
H -1.52 1.60 0.81
H 2.78 3.36 -0.56
H 4.02 -3.01 0.16
N 2.54 -0.05 -0.74
H -5.10 1.23 -1.24
H 1.79 1.40 1.59
H -2.25 -2.53 0.24
C 3.14 -2.23 -0.25
C -0.74 -0.56 -0.67
C 2.70 1.26 -1.35
H 0.06 -2.02 1.43
H 1.98 3.03 1.58
O 4.58 -0.61 -1.27
H 3.58 1.17 -1.77
C -3.04 0.60 -1.01
H 0.91 -4.13 0.42
C -2.94 -1.74 -0.16
O 1.90 -3.89 0.55
H 1.76 -0.44 -0.10
C -0.39 1.45 1.02
H 3.76 2.14 0.46
C -4.48 0.43 -1.09
C -2.22 -0.35 -0.70
H -0.58 0.52 -1.31
C 1.83 2.09 0.78
C -4.20 -1.85 -0.14
C -5.02 -0.62 -0.60
C 2.81 2.26 -0.12
H -1.52 -1.12 1.99
H -0.31 -1.27 -0.95
H 0.09 -0.64 2.76
H 1.96 1.54 -1.93
H -2.64 1.35 -1.39
C 3.60 -1.04 -0.75
H -6.07 -0.61 -0.47

- Kohn-Sham gap: 8.739 eV
- F_max: 19.72 eV/Å
- Molecular weight: 277.37 g/mol
- Net charge: 0
- Electronic energy: -24479.2034 eV
- Relative energy (zero: lowest compared OMol25 entry of this formula, charge and spin): 345.2 kcal per mole
- Structure (SMILES): CN(CCCCCNC(=O)/C=N/O)Cc1ccccc1

Results of the Löwdin charge analysis, in e, for atoms 1 through 8: number 1, H, carries 0.0580; number 2, C, carries -0.2228; number 3, N, carries -0.1545; number 4, N, carries -0.1284; number 5, H, carries 0.1968; number 6, H, carries 0.0035; number 7, H, carries 0.0674; number 8, C, carries -0.0998

***

3.
The following is a DFT calculation (ωB97M-V/def2-TZVPD) of a molecular structure, C15H23N3O3 in a non-equilibrium geometry.

Cartesian coordinates (Å):
O 0.09 -0.62 1.16
C 1.92 -0.13 -0.55
H 1.76 2.16 -0.89
C -5.00 0.57 0.98
H 3.41 -0.18 1.06
H -3.94 2.43 -0.17
H 4.68 -2.13 -0.26
N 6.53 -0.50 1.39
H 4.71 0.81 1.11
N 2.36 1.23 -0.45
H 7.26 -0.06 2.08
C 5.59 0.60 0.68
C 0.38 -0.33 0.00
H -2.32 -1.13 0.55
H 2.75 -1.73 0.72
H -2.61 0.28 -1.57
H 5.31 0.54 -1.69
H -0.08 0.43 -1.63
H -2.43 0.10 1.67
C -2.73 -0.08 0.52
H 2.29 1.43 0.58
H 6.06 1.64 0.58
O -3.03 2.74 -0.03
H 3.61 -1.50 -1.76
C 4.23 -1.26 -0.71
C -1.88 0.74 -0.68
H -7.07 0.94 1.63
N -0.50 0.04 -0.87
C -1.83 2.13 -0.44
H 1.95 -0.34 -1.58
H -4.42 1.61 1.62
H -4.47 -2.36 -1.27
H -8.25 -1.30 0.44
C -4.20 -0.23 0.28
C -6.24 -1.87 -0.60
H 6.93 -1.09 0.53
C -7.00 -0.94 0.29
C 5.47 -0.10 -0.76
C -6.36 0.24 1.05
H 6.36 -0.61 -1.04
O -0.64 2.76 -0.34
C 3.04 -0.85 0.27
C -4.87 -1.31 -0.74
H -6.83 -2.74 -1.18

- Kohn-Sham gap: 8.486 eV
- F_max: 8.26 eV/Å
- Molecular weight: 293.37 g/mol
- Net charge: 0
- Electronic energy: -26529.9592 eV
- Relative energy (zero: lowest compared OMol25 entry of this formula, charge and spin): 302.1 kcal per mole

Results of the Löwdin charge analysis, in e, for atoms 1 through 8: number 1, O, carries 0.0356; number 2, C, carries -0.3137; number 3, H, carries 0.1696; number 4, C, carries -0.1660; number 5, H, carries 0.0847; number 6, H, carries 0.0928; number 7, H, carries 0.0686; number 8, N, carries -0.0638

***

4.
The following is a DFT calculation (ωB97M-V/def2-TZVPD) of C15H23N5O3 in the gas phase in a non-equilibrium geometry.

Cartesian coordinates (Å):
H -2.24 -2.22 -0.57
O 1.65 -2.71 -2.77
H -0.23 0.62 -3.35
H 5.98 0.38 1.81
H -2.39 -1.12 1.57
C 5.25 0.48 1.02
N -3.90 0.87 3.53
H -3.85 -1.38 0.71
C 3.02 -0.24 0.18
H 4.53 1.38 -2.32
H 6.52 1.13 -0.56
N -4.58 0.91 1.28
N 0.25 -1.73 -1.32
N 0.44 0.03 -3.80
H -3.05 1.33 -0.04
H -4.08 1.09 4.53
O -0.19 0.26 1.58
H -2.43 1.07 1.67
C -3.20 0.72 0.86
H -2.26 -0.70 -1.51
H 2.24 1.54 -2.59
C -1.96 -1.15 -0.56
H -5.65 2.41 3.89
H 0.24 -2.55 -0.80
C 3.22 0.43 -1.09
C -0.10 -0.68 0.99
H 3.54 -0.50 2.29
H -5.14 1.44 0.74
C -2.90 -0.76 0.71
H 1.10 1.03 -1.28
C 4.38 1.07 -1.29
C -0.49 -0.76 -0.56
H -0.54 0.21 -0.87
H 0.87 -1.78 2.12
C 1.11 -1.74 -2.36
C 1.62 -0.34 -2.96
H -3.32 0.05 3.33
H 2.23 -1.03 0.15
H 0.66 0.67 -4.62
C 3.94 -0.05 1.29
C 1.98 0.72 -1.88
O 0.43 -2.00 1.28
C -4.79 1.36 2.66
H 2.40 -0.74 -3.70
N -5.78 2.18 2.93
C 5.48 0.82 -0.33

- Kohn-Sham gap: 9.057 eV
- F_max: 12.19 eV/Å
- Molecular weight: 321.38 g/mol
- Net charge: 0
- Electronic energy: -29517.6856 eV
- Relative energy (zero: lowest compared OMol25 entry of this formula, charge and spin): 123.3 kcal per mole
- Structure (SMILES): [H]/N=C(\N)NCCC[C@H](NC(=O)[C@@H](N)Cc1ccccc1)C(=O)O

Results of the Löwdin charge analysis, in e, for atoms 1 through 8: number 1, H, carries 0.1221; number 2, O, carries 0.0913; number 3, H, carries 0.0434; number 4, H, carries 0.0918; number 5, H, carries 0.0657; number 6, C, carries -0.0968; number 7, N, carries 0.1147; number 8, H, carries 0.1337